{
  "formula": "H3O5P2",
  "method": "the ωB97M-V functional and the def2-TZVPD basis",
  "e_homo_ev": -5.14,
  "charge": -1,
  "e_above_lowest_ev": 0.9453,
  "largest_force_ev_per_a": 4.756,
  "energy_ev": -28868.6847,
  "symbols": ["O", "P", "O", "P", "O", "O", "O", "H", "H", "H"],
  "coordinates": [[-2.217535, 0.602453, 0.979124], [-1.366100, 0.183951, -0.162514], [-1.498279, -1.194565, -0.690842], [0.808792, 0.148190, -0.116542], [0.967764, 0.436377, -1.495368], [1.802504, 1.060208, 0.903314], [1.253954, -1.315819, 0.276378], [-1.517524, 1.022279, -1.120318], [1.258482, 0.873768, 1.671681], [0.507940, -1.816841, -0.244912]],
  "forces_ev_per_a": [[0.3, 0.5, 0.6], [-1.3, -1.8, 3.4], [0.5, -1.5, -0.5], [0.7, 1.0, 3.0], [1.5, 1.3, -4.3], [-1.5, -1.2, -1.2], [-1.6, -1.9, -0.8], [-0.1, 2.6, -2.8], [0.3, 0.5, 1.3], [1.4, 0.6, 1.3]],
  "nbo_charge": [-1.1579, 1.7514, -1.1853, 1.8767, -1.1338, -0.9594, -1.0171, -0.1774, 0.4699, 0.5329]
}

=====

{
  "formula": "C50H44BrN5O4P2Pb",
  "method": "the ωB97M-V functional and the def2-TZVPD basis",
  "e_homo_ev": -12.46,
  "charge": 2,
  "e_above_lowest_ev": 1.8710,
  "largest_force_ev_per_a": 0.710,
  "energy_ev": -162062.5018,
  "symbols": ["Pb", "O", "C", "C", "C", "C", "N", "C", "C", "C", "C", "C", "C", "O", "C", "C", "N", "H", "H", "H", "H", "H", "H", "H", "H", "H", "H", "H", "H", "N", "P", "C", "C", "C", "C", "C", "C", "C", "C", "C", "C", "C", "C", "P", "C", "C", "C", "C", "C", "C", "C", "C", "C", "C", "C", "C", "H", "H", "H", "H", "H", "H", "H", "H", "H", "H", "H", "H", "H", "H", "H", "H", "H", "H", "H", "H", "H", "C", "O", "C", "C", "C", "Br", "C", "C", "C", "O", "C", "N", "C", "C", "C", "C", "C", "C", "N", "H", "H", "H", "H", "H", "H", "H", "H", "H", "H", "H"],
  "coordinates": [[0.351767, -2.066168, 0.066707], [-5.767751, -2.569202, 3.878002], [-5.679480, -3.389303, 2.733905], [-4.303584, -3.229090, 2.150361], [-4.019174, -3.673362, 0.864688], [-2.751620, -3.474481, 0.360337], [-1.779381, -2.889045, 1.067974], [-2.024336, -2.496306, 2.327955], [-3.284857, -2.633912, 2.886941], [-0.883270, -1.880075, 3.083649], [-0.931084, -1.720575, 4.456295], [0.115146, -1.093527, 5.125469], [0.052796, -0.894816, 6.624114], [-0.825973, -1.791887, 7.271675], [1.188280, -0.634764, 4.378222], [1.193898, -0.850332, 3.018028], [0.197174, -1.473052, 2.381966], [-6.609167, -2.719146, 4.318988], [-6.421267, -3.124236, 1.975572], [-5.826916, -4.446749, 2.976658], [-4.775776, -4.157357, 0.254203], [-2.498479, -3.784644, -0.651248], [-3.509236, -2.279702, 3.884492], [-1.763677, -2.092618, 5.036355], [-0.337255, 0.105174, 6.809388], [1.059047, -0.922342, 7.042271], [-0.375312, -2.624620, 7.446608], [2.024452, -0.121779, 4.841901], [2.030349, -0.523177, 2.410115], [-0.528887, 0.704387, -1.949801], [-1.204829, 0.310026, -0.428957], [-2.969722, 0.721451, -0.561713], [-3.315776, 2.007265, -0.989022], [-4.650242, 2.376798, -1.036811], [-5.638274, 1.481273, -0.633551], [-5.294230, 0.213101, -0.194301], [-3.958667, -0.171145, -0.163998], [-0.690089, 1.557787, 0.796883], [-1.408784, 1.554036, 2.000675], [-1.070361, 2.421367, 3.024652], [0.004538, 3.288797, 2.868024], [0.710891, 3.311400, 1.676735], [0.361918, 2.452623, 0.630677], [0.327666, -0.556209, -2.791166], [0.989047, 0.246108, -4.289368], [0.173775, 1.000121, -5.136019], [0.706653, 1.584952, -6.275758], [2.049719, 1.395602, -6.596455], [2.858747, 0.621293, -5.779313], [2.328352, 0.052517, -4.624561], [-0.984920, -1.628884, -3.490758], [-2.322318, -1.597666, -3.094310], [-3.232027, -2.528931, -3.598229], [-2.809720, -3.502041, -4.488641], [-1.475948, -3.543798, -4.887795], [-0.570588, -2.618079, -4.391124], [-1.078101, 1.326257, -2.530604], [-2.550373, 2.730427, -1.255614], [-4.920542, 3.370213, -1.372789], [-6.679129, 1.781316, -0.657747], [-6.065579, -0.478508, 0.126046], [-3.689652, -1.170180, 0.165950], [-2.266841, 0.894756, 2.117601], [-1.656483, 2.436826, 3.937161], [0.281135, 3.962482, 3.671797], [1.531584, 3.999846, 1.548808], [0.862833, 2.537526, -0.333051], [-0.889177, 1.103540, -4.933350], [0.071937, 2.173188, -6.928396], [2.458920, 1.842447, -7.495476], [3.897395, 0.452788, -6.042605], [2.953779, -0.580401, -3.998866], [-2.685981, -0.821396, -2.434024], [-4.277056, -2.474211, -3.308316], [-3.518066, -4.219832, -4.887160], [-1.145989, -4.296083, -5.594711], [0.465599, -2.653452, -4.717618], [3.328711, -3.796770, 1.260149], [2.971399, -2.452867, 0.907520], [3.955464, -1.504795, 0.967336], [5.198727, -1.694542, 1.536737], [6.097932, -0.639027, 1.561218], [7.787290, -0.907789, 2.343499], [5.776937, 0.592746, 1.030624], [4.520125, 0.789051, 0.456995], [3.614351, -0.269931, 0.436547], [2.339410, -0.197493, -0.103365], [4.169968, 2.133129, -0.072514], [4.334009, 3.252092, 0.569295], [3.834757, 4.243934, -0.280496], [3.744234, 5.623542, -0.077292], [3.151916, 6.381051, -1.067758], [2.660466, 5.789349, -2.245393], [2.741568, 4.427651, -2.462475], [3.335693, 3.673678, -1.451200], [3.556085, 2.310951, -1.297121], [4.199482, -4.122129, 0.695806], [2.477316, -4.420626, 0.999388], [3.526358, -3.879318, 2.327155], [5.481347, -2.644034, 1.968884], [6.478327, 1.415659, 1.060418], [2.110737, 0.736054, -0.237864], [4.139643, 6.071135, 0.827637], [3.065824, 7.452994, -0.942589], [2.215146, 6.419889, -3.005225], [2.381167, 3.979075, -3.379300], [3.474163, 1.616738, -2.021238]],
  "forces_ev_per_a": [[0.1, -0.3, -0.3], [-0.1, -0.1, -0.1], [0.1, 0.1, 0.1], [0.0, 0.0, 0.0], [-0.1, -0.1, 0.0], [0.2, -0.1, 0.0], [0.0, 0.0, 0.2], [0.1, 0.1, -0.1], [-0.1, 0.0, 0.1], [0.0, 0.0, -0.1], [0.0, 0.0, 0.1], [-0.1, -0.1, 0.1], [-0.1, -0.2, 0.0], [0.1, 0.1, -0.2], [0.1, 0.2, 0.1], [0.1, 0.0, -0.2], [-0.4, 0.0, 0.0], [0.0, 0.0, 0.0], [0.0, 0.1, 0.0], [0.0, 0.0, 0.0], [0.1, 0.1, 0.1], [0.0, 0.1, 0.1], [0.0, 0.0, -0.1], [0.0, 0.0, 0.0], [0.0, 0.1, 0.0], [0.1, 0.0, 0.0], [0.0, 0.0, 0.0], [-0.1, -0.1, 0.0], [-0.1, 0.0, 0.1], [0.0, -0.3, 0.1], [0.3, 0.6, -0.3], [0.0, -0.1, 0.1], [-0.1, -0.1, 0.0], [0.0, 0.0, 0.0], [0.0, 0.1, 0.0], [0.0, -0.1, 0.0], [0.0, -0.1, 0.0], [-0.1, 0.0, 0.0], [0.0, -0.1, -0.1], [0.0, -0.1, 0.0], [0.1, 0.1, 0.1], [0.0, -0.2, -0.2], [0.0, 0.1, 0.0], [-0.2, -0.1, 0.0], [-0.1, 0.1, 0.2], [0.0, 0.0, -0.1], [0.0, 0.0, 0.0], [-0.1, 0.0, 0.0], [0.0, 0.0, 0.1], [0.1, -0.1, 0.1], [0.0, 0.0, 0.0], [0.0, 0.0, -0.1], [0.1, 0.1, 0.1], [0.0, 0.0, 0.0], [0.0, 0.0, 0.0], [-0.1, 0.0, 0.0], [-0.1, 0.2, 0.0], [0.0, 0.0, 0.0], [0.0, 0.0, 0.0], [0.1, 0.0, 0.0], [0.1, 0.0, 0.0], [0.0, 0.2, 0.0], [0.1, 0.0, 0.0], [0.1, 0.0, -0.1], [0.0, 0.0, -0.1], [0.1, 0.1, -0.1], [0.1, 0.0, 0.1], [0.1, 0.0, 0.0], [0.0, 0.0, 0.0], [0.0, 0.0, 0.1], [-0.1, 0.0, 0.0], [0.0, 0.1, 0.0], [0.0, 0.0, 0.0], [0.1, 0.0, 0.0], [0.1, 0.1, 0.0], [0.0, 0.1, 0.0], [-0.1, 0.0, 0.0], [0.0, 0.1, 0.0], [0.0, -0.4, 0.0], [0.2, 0.0, 0.1], [0.0, -0.2, 0.1], [0.1, 0.1, 0.0], [0.0, 0.0, 0.0], [-0.1, 0.1, 0.0], [-0.1, 0.2, -0.1], [0.0, 0.2, -0.2], [0.0, 0.4, 0.2], [-0.2, 0.0, 0.0], [0.0, 0.0, -0.1], [0.0, -0.1, 0.4], [0.0, 0.0, 0.1], [0.0, -0.1, 0.0], [0.0, 0.0, 0.0], [0.1, 0.0, 0.0], [0.0, -0.2, 0.0], [-0.3, -0.2, -0.1], [0.0, 0.0, -0.1], [0.0, 0.0, 0.0], [0.0, 0.0, 0.1], [0.0, 0.0, 0.0], [0.0, 0.0, 0.0], [0.0, 0.1, -0.1], [-0.1, 0.0, -0.1], [0.0, 0.0, 0.0], [0.0, 0.0, 0.0], [0.0, 0.0, 0.0], [0.1, 0.0, -0.1]],
  "lowdin_charge": [1.3387, -0.0409, -0.1914, -0.1513, 0.0044, -0.1281, -0.0563, -0.2003, 0.0696, -0.1887, 0.0667, -0.1405, -0.1873, -0.0335, 0.0286, -0.0879, -0.0284, 0.1096, 0.1331, 0.1447, 0.1372, 0.1207, 0.1247, 0.1268, 0.1417, 0.1354, 0.1068, 0.1375, 0.1079, -0.3770, 0.8847, -0.3830, -0.0755, -0.0467, -0.0486, -0.0541, -0.0966, -0.3695, -0.1047, -0.0625, -0.0549, -0.0442, -0.0854, 0.8942, -0.3878, -0.0888, -0.0588, -0.0571, -0.0675, -0.1169, -0.3879, -0.1063, -0.0774, -0.0689, -0.0607, -0.0940, 0.0557, 0.1158, 0.1178, 0.1179, 0.1103, 0.0724, 0.1072, 0.1148, 0.1170, 0.1030, 0.0926, 0.1086, 0.1146, 0.1165, 0.1142, 0.0997, 0.0594, 0.1104, 0.1135, 0.1149, 0.1097, -0.0415, -0.2486, -0.2373, -0.0456, -0.6717, 0.8140, -0.0508, -0.0607, -0.1923, -0.1064, -0.2806, 0.1949, -0.2336, -0.0104, -0.0738, -0.0771, -0.0192, -0.2043, 0.1564, 0.1103, 0.0846, 0.1058, 0.1096, 0.1241, 0.0681, 0.1190, 0.1087, 0.1081, 0.1067, 0.1535]
}

=====

{
  "formula": "C19H27N3O3",
  "method": "the ωB97M-V functional and the def2-TZVPD basis",
  "e_homo_ev": -8.40,
  "e_above_lowest_ev": 4.5678,
  "largest_force_ev_per_a": 1.232,
  "energy_ev": -30752.1716,
  "symbols": ["C", "C", "O", "C", "C", "C", "C", "C", "N", "C", "C", "N", "C", "C", "C", "C", "O", "N", "C", "C", "C", "C", "O", "C", "C", "H", "H", "H", "H", "H", "H", "H", "H", "H", "H", "H", "H", "H", "H", "H", "H", "H", "H", "H", "H", "H", "H", "H", "H", "H", "H", "H"],
  "coordinates": [[7.185748, 0.337848, 0.722677], [6.449004, -0.885800, 1.260344], [5.628154, -1.498617, 0.287400], [4.440569, -0.926906, -0.056809], [3.859446, 0.178586, 0.555984], [2.633416, 0.649924, 0.120090], [1.956580, 0.038265, -0.925416], [0.624325, 0.570153, -1.379776], [-0.433766, 0.279084, -0.406062], [-0.565583, -1.163047, -0.253083], [-1.625529, -1.525645, 0.775378], [-2.898454, -0.995698, 0.333070], [-3.998405, -1.397515, 1.192697], [-5.301249, -1.046180, 0.564229], [-5.706291, -1.304591, -0.773651], [-6.966035, -0.795162, -0.825552], [-7.294368, -0.279264, 0.362803], [-6.255812, -0.435400, 1.214595], [-2.782100, 0.447278, 0.251638], [-1.728642, 0.853387, -0.785280], [-1.701942, 2.386276, -0.915932], [-1.282084, 3.121680, 0.363072], [-0.036209, 2.717915, 0.863443], [2.542525, -1.065583, -1.534980], [3.764608, -1.542317, -1.111460], [7.841181, 0.738196, 1.491291], [6.483983, 1.110372, 0.418077], [7.783124, 0.057475, -0.141295], [5.867110, -0.629866, 2.154550], [7.170196, -1.662087, 1.531914], [4.346576, 0.686133, 1.373594], [2.202008, 1.516225, 0.598214], [0.709821, 1.652850, -1.476528], [0.370134, 0.146396, -2.366878], [0.400573, -1.559785, 0.065106], [-0.839261, -1.632024, -1.214532], [-1.695820, -2.613354, 0.850293], [-1.337101, -1.122942, 1.762705], [-3.950467, -2.485187, 1.310503], [-3.950125, -0.937603, 2.194055], [-5.136445, -1.781374, -1.540949], [-7.702385, -0.737677, -1.602143], [-3.747665, 0.862121, -0.045773], [-2.513245, 0.863993, 1.236710], [-2.047909, 0.437125, -1.761728], [-2.706952, 2.717568, -1.184578], [-1.037527, 2.675925, -1.730623], [-1.197004, 4.192393, 0.152468], [-2.059207, 2.996527, 1.132402], [-0.021748, 1.744419, 0.831145], [2.037643, -1.556663, -2.354928], [4.222626, -2.397811, -1.582468]],
  "forces_ev_per_a": [[-0.3, -0.3, 0.0], [0.3, 0.3, 0.2], [-0.2, -0.1, -0.2], [-0.2, -0.1, -0.2], [0.3, -0.1, 0.2], [-0.1, -0.1, -0.2], [0.0, 0.1, -0.1], [0.1, 0.1, 0.0], [0.0, -0.1, 0.0], [0.0, -0.3, 0.4], [0.2, -0.1, -0.2], [-0.1, 0.0, 0.1], [0.1, 0.0, 0.2], [-0.6, 0.1, -0.3], [-0.6, 0.2, 0.0], [0.8, -0.4, 0.0], [-0.6, 0.1, -0.5], [0.8, 0.0, 0.9], [0.1, 0.1, -0.3], [-0.4, 0.3, 0.0], [0.3, -0.1, 0.3], [-0.5, 0.2, -0.1], [0.5, -0.2, 0.2], [0.0, 0.1, 0.1], [0.2, 0.0, 0.1], [0.1, 0.1, 0.1], [0.0, 0.1, 0.0], [0.1, 0.0, -0.1], [0.0, -0.1, -0.1], [-0.1, 0.1, 0.0], [0.1, 0.0, 0.1], [0.0, 0.1, 0.1], [-0.1, -0.1, -0.1], [0.0, 0.1, 0.0], [-0.1, 0.0, -0.1], [0.0, 0.0, 0.0], [0.0, 0.0, 0.0], [0.0, 0.0, 0.0], [0.0, 0.1, 0.1], [0.0, -0.1, 0.0], [0.1, -0.1, -0.2], [-0.2, 0.0, -0.1], [0.0, 0.1, 0.0], [0.0, 0.0, 0.0], [0.0, 0.0, 0.1], [0.0, 0.0, -0.1], [-0.1, 0.0, 0.0], [-0.1, -0.1, 0.0], [0.0, 0.1, -0.1], [0.0, 0.0, 0.0], [-0.1, 0.0, -0.1], [0.1, -0.1, -0.1]],
  "nbo_charge": [-0.6383, -0.0619, -0.4940, 0.2933, -0.2609, -0.1921, -0.0749, -0.2331, -0.4741, -0.2323, -0.2127, -0.4360, -0.2484, 0.1330, -0.3618, 0.1311, -0.2654, -0.1257, -0.2435, -0.0369, -0.4365, -0.0594, -0.7518, -0.1840, -0.2575, 0.2147, 0.2137, 0.2151, 0.1695, 0.1929, 0.2100, 0.2260, 0.2213, 0.1742, 0.2227, 0.1704, 0.2043, 0.1696, 0.2169, 0.1946, 0.2442, 0.2113, 0.2159, 0.1735, 0.1792, 0.2184, 0.2090, 0.1805, 0.1512, 0.4919, 0.2098, 0.2231]
}

=====

What is the formula in the third record? C19H27N3O3